DFT (ωB97M-V/def2-TZVPD) results for C6H13N in the gas phase.

The calculation puts the molar mass at 99.18 g/mol. Its HOMO energy is -8.71 eV. The calculation puts the total energy at -291.12032 a.u. The energy relative to the best compared isomer or geometry (same formula, charge and spin) is 100.9 kJ/mol. As for the charge: 0.

Each line ends with the natural charge from an NBO analysis.
Geometry (Å):
C -1.4647 1.7232 0.5112  -0.6148
C -0.5411 0.5340 0.7106  -0.0761
N -0.6777 -0.4075 -0.3712  -0.4298
C -1.1683 -1.7484 -0.1583  -0.4130
C 0.6568 0.0806 -0.0912  0.1090
C 1.6607 -0.9167 0.4713  -0.6291
C 1.2627 0.9618 -1.1630  -0.6088
H -2.4290 1.2591 0.2881  0.2147
H -1.6062 2.3785 1.3746  0.2066
H -1.2166 2.3443 -0.3532  0.2130
H -0.5345 0.1397 1.7311  0.1796
H -0.9227 -2.3731 -1.0217  0.2004
H -0.8138 -2.2528 0.7528  0.1675
H -2.2622 -1.6958 -0.1052  0.2027
H 2.6143 -0.4561 0.7541  0.2187
H 1.2985 -1.4893 1.3315  0.2126
H 1.8711 -1.6271 -0.3392  0.2111
H 0.5005 1.5768 -1.6466  0.2199
H 1.7411 0.3519 -1.9399  0.2084
H 2.0312 1.6171 -0.7358  0.2070

Force components x, y, z for each atom (eV/Å):
-0.02 0.10 -0.03
-0.08 -0.01 0.13
-0.10 -0.09 -0.25
0.01 -0.20 0.03
0.15 0.01 -0.14
-0.06 -0.02 0.03
-0.02 0.07 -0.06
-0.10 0.25 0.04
0.28 -0.14 0.04
0.15 -0.15 0.09
-0.13 -0.12 -0.12
0.03 0.03 0.09
0.07 0.12 -0.05
0.17 -0.02 0.03
-0.24 0.07 -0.06
-0.06 0.19 -0.14
0.08 0.01 0.19
0.08 -0.07 0.09
-0.09 0.05 0.13
-0.12 -0.08 -0.04

---

DFT (ωB97M-V/def2-TZVPD) results for a 3-piece molecular cluster, C3H9N2O overall.

The calculation puts the molar mass at 89.12 g/mol. Its HOMO energy (alpha / beta) is -11.59 / -11.57 eV. The calculation puts the total energy at -304.04942 a.u. The energy relative to the best compared isomer or geometry (same formula, charge and spin) is 527.6 kJ/mol. As for the charge: +1.

Each line ends with the natural charge from an NBO analysis.
Geometry (Å):
C 0.8015 0.0445 2.2116  -0.5272
C -0.1124 -0.8030 1.7004  -0.1711
C 0.2385 -1.2978 -0.7739  0.7243
N 0.6644 -2.5125 -0.9753  -0.8081
N -0.9686 2.3527 -1.2592  -0.8868
O 0.0129 -0.2478 -1.3863  -0.6995
H 0.7222 0.1275 3.3076  0.2203
H 1.8635 0.2249 2.0311  0.2420
H -0.9545 -1.3194 1.9916  0.1857
H 0.9653 -2.9312 -1.7814  0.4161
H 0.6445 -3.0430 -0.0448  0.4460
H -1.9412 2.6642 -1.3744  0.4460
H -0.9196 1.3250 -1.3139  0.4895
H -0.5256 2.7359 -2.0532  0.4405
H -0.4909 2.6799 -0.2800  0.4823

Force components x, y, z for each atom (eV/Å):
-0.99 -2.67 1.47
4.15 1.85 -2.97
-1.30 3.82 2.04
-1.02 0.02 4.90
-0.10 0.62 3.30
0.66 -2.52 0.15
-0.59 0.51 -0.13
-0.55 0.24 -1.38
-1.74 -0.57 0.85
0.83 -1.07 -2.63
0.34 0.70 -2.38
0.14 -0.10 0.74
0.38 -0.56 0.14
1.37 0.58 -1.00
-1.57 -0.86 -3.09

---

DFT (ωB97M-V/def2-TZVPD) results for a 2-piece molecular cluster, C9H7F3OS overall.

The calculation puts the molar mass at 220.22 g/mol. Its HOMO energy (alpha / beta) is -8.98 / -8.97 eV. The calculation puts the total energy at -1120.04177 a.u. The energy relative to the best compared isomer or geometry (same formula, charge and spin) is 36.6 kJ/mol. As for the charge: 0.

Each line ends with the natural charge from an NBO analysis.
Geometry (Å):
C -3.1876 -0.3444 0.9346  -0.1918
C -2.6277 0.6065 1.8096  -0.1990
C -2.5243 -0.7271 -0.2065  -0.2115
C -1.3094 0.9951 1.5811  -0.1977
C -1.3239 -0.1540 -0.5313  -0.1759
C -0.7566 0.7289 0.3555  -0.3202
C 2.4814 -0.3350 1.7774  -0.4208
C 2.2732 -0.0206 0.5299  -0.1775
C 2.8962 -0.6733 -0.6839  0.9111
O 0.7173 1.7432 -1.5741  -0.8884
F 3.6660 -1.7128 -0.3132  -0.3348
F 3.7255 0.0385 -1.4483  -0.3089
F 1.9840 -1.2746 -1.5182  -0.3363
S 0.6354 1.7038 -0.1365  1.2788
H -4.1014 -0.9282 1.1124  0.2252
H -3.1767 1.0053 2.6230  0.2230
H -3.0830 -1.3087 -0.9847  0.2252
H -0.6970 1.7447 2.0764  0.2183
H -0.7780 -0.3759 -1.5314  0.2520
H 2.2019 0.2242 2.5941  0.2081
H 3.2966 -1.0126 2.1887  0.2210

Force components x, y, z for each atom (eV/Å):
-0.33 -0.26 0.83
0.66 -1.21 -0.39
-0.89 -0.38 -1.68
-0.36 1.54 -0.64
1.49 -0.41 -2.54
0.56 -0.93 -0.77
2.85 -1.33 -0.05
-1.66 1.74 -1.86
0.07 -1.89 -0.38
-0.16 -0.01 -1.33
0.34 -0.53 0.87
-0.72 1.11 0.16
-0.08 1.15 0.51
2.33 -1.85 2.15
0.04 1.02 0.30
-0.37 0.01 0.82
0.81 0.12 1.04
-0.80 0.01 1.01
-1.13 0.49 1.82
-1.65 1.43 1.47
-1.01 0.18 -1.30

---

DFT (ωB97M-V/def2-TZVPD) results for a 9-piece molecular cluster, C26H72N2O15 overall.

The calculation puts the molar mass at 652.86 g/mol. Its HOMO energy is -8.46 eV. The calculation puts the total energy at -2271.49711 a.u. The energy relative to the best compared isomer or geometry (same formula, charge and spin) is 587.6 kJ/mol. As for the charge: 0.

Each line ends with the Löwdin charge.
Geometry (Å):
C -5.5586 4.0922 -4.2024  -0.0397
O -5.0846 4.2682 -2.8194  -0.1621
C -4.2216 3.3472 -2.3034  -0.2501
C -3.7226 3.9132 -0.9944  -0.1914
N -3.1776 2.8692 -0.1654  -0.1010
C -3.2246 3.1472 1.2696  -0.1456
C -4.6426 3.3052 1.8206  -0.3752
O -4.7566 3.4832 3.0546  -0.1123
C -6.0646 3.8612 3.4496  -0.0439
H -4.7856 4.0412 -4.9124  0.0655
H -6.1476 4.9932 -4.4374  0.0880
H -6.3066 3.3352 -4.3244  0.0741
H -3.3096 3.2752 -2.8684  0.1121
H -4.6946 2.3802 -2.1584  0.1069
H -4.4956 4.5882 -0.6274  0.1229
H -2.7926 4.4092 -1.2404  0.1162
H -3.8156 2.0022 -0.2904  0.1084
H -2.6296 4.1182 1.2736  0.1493
H -2.5806 2.4072 1.7386  0.1011
H -5.2066 2.5062 1.4126  0.1187
H -5.0726 4.1082 1.2816  0.0999
H -6.6556 3.0482 3.1276  0.0795
H -6.3456 4.7442 2.9096  0.0856
H -6.1906 4.0972 4.5066  0.0985
C 4.7664 -5.5248 4.9376  -0.1190
O 5.7134 -4.9918 4.0566  -0.1819
C 5.1954 -4.3058 2.9976  -0.2778
C 6.3454 -3.5408 2.2846  -0.1663
N 5.8574 -2.6578 1.2026  -0.0462
C 5.5514 -1.3028 1.6466  -0.1774
C 4.7924 -0.5568 0.5896  -0.4070
O 4.3014 0.5192 0.9656  -0.1250
C 3.5074 1.2232 -0.0104  -0.0306
H 3.9134 -5.9658 4.3476  0.0896
H 4.2494 -4.6468 5.4016  0.0915
H 5.0854 -6.2648 5.7466  0.1091
H 4.4854 -3.6068 3.4046  0.0985
H 4.5824 -4.8638 2.2456  0.1220
H 6.9734 -4.3198 1.9316  0.0983
H 6.9094 -3.0028 3.0316  0.1157
H 5.0264 -3.2148 0.9136  0.0615
H 6.4984 -0.7848 1.9336  0.1440
H 4.8694 -1.3248 2.4946  0.1078
H 4.1324 -1.2408 0.1376  0.0898
H 5.4564 -0.5858 -0.2514  0.1228
H 4.1354 1.6792 -0.8284  0.1132
H 3.1614 2.1172 0.5366  0.1005
H 2.5894 0.7602 -0.4134  0.0713
O -0.5086 2.9682 -1.1154  -0.0528
C 0.1024 1.6942 -1.3054  -0.2531
C -0.3096 0.8312 -0.1944  -0.2740
O 0.1784 -0.4848 -0.2894  -0.0631
H -1.3496 2.8632 -0.6444  0.0232
H -0.0656 1.1112 -2.2364  0.0998
H 1.1814 1.8342 -1.4154  0.1086
H -1.3136 0.8882 -0.0004  0.0618
H 0.2304 1.2662 0.6766  0.1241
H 0.7954 -0.6268 -1.0374  0.0545
O -2.8356 -0.7868 -3.2844  -0.0663
C -3.0266 -0.2718 -2.0244  -0.2893
C -4.4446 -0.1738 -1.7484  -0.2528
O -4.8256 0.2902 -0.4684  -0.0600
H -3.1286 -1.7398 -3.3484  0.1483
H -2.4196 -0.8648 -1.3644  0.1149
H -2.5446 0.7182 -2.0044  0.1258
H -4.8096 -1.2298 -1.8284  0.1428
H -4.8756 0.4312 -2.5264  0.1164
H -4.6676 -0.5238 0.0106  0.0354
O -0.9786 -0.8868 2.7076  -0.0442
C -2.3576 -0.7098 2.2586  -0.2015
C -2.8336 -1.8818 1.5686  -0.3073
O -4.1426 -1.7588 1.2246  -0.0372
H -0.5046 -1.3778 2.0466  0.0199
H -3.0026 -0.4578 3.0666  0.1215
H -2.5416 0.2052 1.6476  0.1091
H -2.7056 -2.8768 1.9776  0.1408
H -2.2276 -1.9218 0.7076  0.0953
H -4.4826 -2.6558 1.0566  0.1291
O 3.7114 -3.9468 -0.0694  -0.0565
C 2.3704 -3.6188 0.0826  -0.2738
C 2.0774 -3.0258 1.3896  -0.1981
O 0.6364 -3.0828 1.4556  -0.0698
H 3.7454 -4.6398 -0.7064  0.0972
H 2.0374 -2.8968 -0.7264  0.1304
H 1.7364 -4.4898 -0.1594  0.1322
H 2.4394 -2.0218 1.6326  0.1109
H 2.5934 -3.6318 2.1916  0.1251
H 0.3014 -3.8628 1.0026  0.0826
C 4.2194 -1.4348 -3.0444  -0.0724
C 3.2994 -0.3438 -3.1614  -0.3234
O 2.1624 -0.7998 -2.5144  -0.0769
H 4.4224 -1.5598 -1.9924  0.0649
H 5.1064 -1.1878 -3.5774  0.0838
H 3.9324 -2.4188 -3.3764  0.0871
H 2.9494 -0.0588 -4.0474  0.0813
H 3.7574 0.5092 -2.6894  0.1100
H 1.8034 -1.4348 -3.1214  0.0951
C -0.4846 1.0152 -5.1094  -0.1109
C -1.5236 2.0282 -5.0894  -0.3567
O -2.7316 1.4002 -4.8924  -0.0588
H -0.8416 0.1562 -5.6454  0.0833
H -0.3336 0.5022 -4.1754  0.0427
H 0.5094 1.2892 -5.3984  0.0763
H -1.4936 2.5492 -6.0934  0.1384
H -1.2806 2.7432 -4.3284  0.0986
H -2.6876 0.6792 -4.2794  0.0130
C 1.0264 1.1202 4.0256  -0.1059
C 1.8984 0.7082 2.9646  -0.3839
O 3.1774 0.5092 3.4796  -0.0583
H -0.0366 1.3982 3.6806  0.0994
H 1.4264 2.0492 4.3726  0.0788
H 0.7354 0.3432 4.6776  0.0678
H 1.7894 1.3472 2.0246  0.1068
H 1.6124 -0.3748 2.5776  0.1245
H 3.7314 0.6782 2.7226  0.0356

Force components x, y, z for each atom (eV/Å):
-0.89 1.66 2.06
-1.86 1.13 -2.36
0.89 -0.33 0.54
0.86 0.25 -0.66
-2.71 -3.45 0.71
1.72 1.95 -0.61
1.65 -0.66 -6.86
0.14 1.24 8.54
0.83 0.19 -0.09
1.26 -0.46 -0.73
0.47 0.04 0.32
0.02 -1.16 0.24
0.23 -0.70 -1.04
-0.10 -0.31 -0.03
0.13 -0.10 0.54
-0.28 1.46 -0.19
1.38 1.51 0.20
-0.78 -0.81 0.93
-0.31 -0.14 0.52
-0.86 -1.87 -0.30
-0.46 1.55 -0.97
-1.45 -0.85 -0.01
-0.29 0.65 -0.52
0.56 -0.47 -0.02
-2.38 0.39 0.24
1.70 -2.07 0.93
-0.43 1.54 -1.04
-1.11 0.19 0.51
-0.05 -1.57 0.35
-0.06 -0.48 0.97
4.32 -7.49 -2.77
-3.96 7.72 1.30
0.48 2.15 0.47
0.80 -0.23 0.43
0.39 -0.59 0.33
0.27 1.19 -1.48
-0.58 0.94 0.15
0.67 -0.43 0.48
0.89 -0.54 -0.77
0.14 0.33 0.24
0.69 1.57 -0.32
-0.71 -0.31 -0.18
0.12 0.13 0.75
-2.12 -1.35 -0.06
1.31 1.28 -1.07
-0.31 -0.97 0.58
0.01 -0.36 -0.21
0.81 -0.70 0.38
1.01 -0.27 -1.04
-0.19 0.57 -1.36
4.55 0.09 1.67
-0.15 -1.29 -0.49
-0.65 -0.26 -0.04
-0.92 0.82 -0.19
0.06 0.22 0.64
-2.65 -0.23 0.19
-0.76 -0.09 0.06
-0.41 0.52 0.37
-0.10 -2.18 -2.23
2.50 1.14 0.90
-2.01 -1.32 0.32
0.30 0.16 -0.82
0.40 1.67 0.19
-0.08 -0.34 1.10
-0.17 -0.04 -0.15
-0.30 0.61 -0.37
-0.51 0.13 -0.27
-0.06 -0.06 1.54
-2.29 0.96 0.28
1.62 1.79 1.37
1.35 -1.93 -0.78
-3.20 -0.43 -0.91
0.53 -0.49 -0.79
-0.13 -0.22 1.46
0.70 -0.62 -0.30
0.50 0.10 1.24
0.95 -0.24 -1.72
-0.06 0.76 0.10
0.39 0.05 0.21
-0.63 1.08 -2.86
-0.68 -1.33 1.95
0.22 0.85 0.92
0.49 -0.74 -0.73
0.48 -0.34 0.69
0.13 -0.10 0.74
-0.43 0.11 -0.78
-0.88 0.16 -0.57
0.30 0.00 0.13
2.35 -1.37 -0.15
0.33 -0.15 2.47
-2.38 0.51 2.04
0.43 -0.04 0.31
1.24 -0.02 -0.24
-0.69 -0.24 -0.52
-0.48 1.21 -4.32
-0.36 0.50 0.48
-0.60 -0.54 -0.18
1.43 -2.25 0.39
0.51 1.01 -1.28
-1.99 1.14 -0.83
0.02 -0.26 -1.25
-0.08 0.29 1.13
0.46 0.46 -0.60
-0.53 -0.35 1.04
-0.15 0.86 0.57
0.32 -0.80 0.44
-3.87 1.90 -0.60
-0.77 -3.67 -3.35
0.71 0.92 0.30
1.55 -0.24 -0.19
0.23 0.32 1.29
0.63 -0.66 1.44
0.67 -0.37 1.38
-0.18 2.01 0.41
0.93 -0.15 -0.25

---

DFT (ωB97M-V/def2-TZVPD) results for a 2-piece molecular cluster, CH5NOS overall.

The calculation puts the molar mass at 79.12 g/mol. Its HOMO energy is -9.66 eV. The calculation puts the total energy at -569.28139 a.u. The energy relative to the best compared isomer or geometry (same formula, charge and spin) is 17.7 kJ/mol. As for the charge: 0.

Each line ends with the natural charge from an NBO analysis.
Geometry (Å):
N 2.4550 -0.1642 -1.9398  -0.8266
C 1.4489 -0.9732 -1.5030  0.5280
O 1.1346 -1.0937 -0.3460  -0.5917
H 3.0690 0.2522 -1.2591  0.3972
H 2.7303 -0.0949 -2.9022  0.3925
H 1.0221 -1.5334 -2.3487  0.1007
S -4.2186 1.7564 3.5646  -0.2880
H -4.3238 0.5201 4.0687  0.1421
H -3.3175 1.3308 2.6655  0.1459

Force components x, y, z for each atom (eV/Å):
0.16 0.14 0.27
0.79 0.11 -0.40
-0.22 -0.10 0.00
-0.13 0.10 0.07
-0.16 -0.20 -0.06
-0.45 -0.05 0.13
0.11 -0.16 -0.08
-0.06 0.04 0.06
-0.04 0.11 0.02

---

DFT (ωB97M-V/def2-TZVPD) results for CH2O2S in the gas phase.

The calculation puts the molar mass at 78.09 g/mol. Its HOMO energy is -9.52 eV. The calculation puts the total energy at -587.87639 a.u. The energy relative to the best compared isomer or geometry (same formula, charge and spin) is 289.8 kJ/mol. As for the charge: 0.

Each line ends with the natural charge from an NBO analysis.
Geometry (Å):
C -0.9173 0.3302 0.0867  0.2977
O 1.9094 0.3020 0.1316  -0.9429
O -2.0709 0.1887 -0.2028  -0.4722
S 0.9048 -0.1679 -0.8412  0.9422
H -0.3977 0.7110 1.1374  0.1436
H 0.5717 -1.3640 -0.3117  0.0316

Force components x, y, z for each atom (eV/Å):
0.22 0.04 1.21
0.06 0.66 0.16
2.81 0.37 0.42
-1.47 0.13 0.46
-1.31 -0.49 -1.90
-0.32 -0.71 -0.35